1.
Density functional theory data (wB97M-V/def2-TZVPD) for a molecular structure, C3H6O2.

Last column: Mulliken charge in e.
Cartesian coordinates (Å):
C: 1.217 -0.268 -0.847  -0.39
O: 0.960 -0.490 0.414  -0.23
C: -0.176 -0.079 0.987  -0.29
C: -1.470 -0.323 0.364  0.11
O: -2.532 -0.093 0.907  -0.49
H: 0.418 -0.267 -1.581  0.29
H: 0.735 1.421 -0.564  0.04
H: 2.218 -0.561 -1.144  0.25
H: 0.182 1.494 0.051  0.13
H: -0.115 -0.068 2.070  0.34
H: -1.436 -0.766 -0.657  0.25

Results
Energy above the lowest of the compared OMol25 structures with the same formula, charge and spin   500.06 kJ/mol
Kohn-Sham gap (alpha / beta)   8.382 / 8.382 eV
Charge   0
HOMO (alpha / beta)   -8.791 / -8.791 eV
LUMO energy (alpha / beta)   -0.4094 / -0.4089 eV
Calculated total energy   -7298.495 eV

2.
Density functional theory data (wB97M-V/def2-TZVPD) for a molecular structure, C33H40N4P2PbS in a non-equilibrium geometry.

Last column: Mulliken charge in e.
Cartesian coordinates (Å):
Pb: -4.228 2.645 -1.587  0.60
C: -3.768 -0.418 2.399  -0.76
C: -2.678 0.316 2.140  -0.66
C: -1.375 -0.146 1.557  -0.33
C: -1.317 -0.234 0.019  0.27
C: -2.267 -1.202 -0.655  -0.54
C: -3.142 -2.004 -0.037  -0.40
C: -2.945 -2.592 1.325  -0.88
C: -3.842 -1.916 2.388  -0.80
C: -5.303 0.866 -2.294  -1.16
H: -4.684 0.085 2.741  0.67
H: -2.708 1.398 2.335  0.43
H: -0.992 -1.061 2.031  0.10
H: -0.681 0.656 1.836  0.70
H: -1.492 0.785 -0.390  0.09
H: -0.290 -0.504 -0.298  -0.08
H: -2.277 -1.132 -1.755  0.55
H: -4.102 -2.246 -0.496  0.37
H: -1.886 -2.587 1.627  0.38
H: -3.246 -3.652 1.261  0.41
H: -4.880 -2.210 2.161  0.35
H: -3.597 -2.315 3.391  0.35
H: -6.387 0.952 -2.105  0.41
H: -4.942 -0.053 -1.798  0.06
H: -5.089 0.806 -3.363  0.47
P: 3.309 -0.486 -2.006  -0.03
P: 3.253 1.704 0.506  -0.18
N: 3.258 -2.254 -2.214  0.38
N: 4.409 -0.247 -3.396  0.34
N: 3.061 0.636 1.906  0.28
N: 3.923 3.043 1.455  0.30
C: 4.624 -0.480 -0.686  -0.64
C: 4.835 0.917 -0.072  -1.15
C: 2.049 -2.969 -2.207  -0.46
C: 2.330 -4.328 -2.289  -0.60
C: 3.756 -4.467 -2.354  -0.65
C: 4.297 -3.187 -2.288  -0.09
C: 4.066 0.574 -4.480  -0.47
C: 5.124 0.598 -5.382  -0.61
C: 6.160 -0.234 -4.847  -0.72
C: 5.706 -0.713 -3.623  -0.06
C: 1.814 0.061 2.155  -0.14
C: 1.918 -0.817 3.225  -0.30
C: 3.293 -0.827 3.621  -1.29
C: 3.976 0.036 2.772  -0.11
C: 4.817 3.053 2.532  -0.12
C: 5.274 4.348 2.739  -0.58
C: 4.642 5.181 1.754  -0.57
C: 3.830 4.365 0.981  -0.41
H: 5.587 -0.846 -1.069  0.44
H: 4.276 -1.199 0.075  0.47
H: 5.567 0.866 0.746  0.49
H: 5.221 1.620 -0.829  0.51
H: 1.112 -2.437 -2.131  0.41
H: 1.613 -5.138 -2.291  0.41
H: 4.327 -5.382 -2.435  0.42
H: 5.330 -2.880 -2.268  0.18
H: 3.110 1.076 -4.493  0.39
H: 5.167 1.138 -6.316  0.40
H: 7.114 -0.472 -5.296  0.43
H: 6.225 -1.310 -2.889  0.25
H: 0.993 0.328 1.514  -0.06
H: 1.112 -1.377 3.678  0.48
H: 3.737 -1.385 4.433  0.44
H: 5.032 0.257 2.701  0.47
H: 5.052 2.157 3.076  0.27
H: 5.980 4.652 3.498  0.43
H: 4.788 6.245 1.636  0.40
H: 3.192 4.583 0.139  0.36
S: -5.392 1.796 0.668  -0.29
C: -7.065 1.384 0.480  0.25
C: -7.465 0.066 0.151  -0.17
C: -8.751 -0.371 0.463  -0.68
C: -9.690 0.529 0.993  -0.30
C: -9.351 1.885 1.134  -0.43
C: -8.084 2.335 0.774  -0.48
H: -6.744 -0.606 -0.314  0.33
H: -9.023 -1.419 0.315  0.35
H: -10.683 0.180 1.283  0.36
H: -10.076 2.591 1.548  0.34
H: -7.817 3.393 0.788  0.36

Results
Kohn-Sham gap   6.578 eV
Charge   0
HOMO   -7.715 eV
LUMO energy   -1.1363 eV
Calculated total energy   -75486.959 eV

3.
Density functional theory data (wB97M-V/def2-TZVPD) for 2 unconnected molecules or ions with the total composition C4H12ClN2O2P in a non-equilibrium geometry.

Last column: Mulliken charge in e.
Cartesian coordinates (Å):
C: 2.133 -0.833 1.047  -0.76
C: -2.328 0.653 -1.471  -0.77
C: 2.250 2.248 -0.248  -0.45
C: -2.381 -1.437 1.371  -0.58
N: 1.757 -0.093 -0.150  0.30
N: -1.598 -0.042 -0.451  -0.29
O: 2.654 0.920 -0.620  -0.33
O: -1.890 -1.422 0.017  -0.19
P: 0.647 -0.503 -1.374  0.26
Cl: 0.536 -2.494 -1.385  -0.19
H: 2.679 -0.057 1.723  0.28
H: 1.174 -1.264 1.492  0.22
H: 2.904 -1.628 0.749  0.27
H: -1.666 0.778 -2.359  0.23
H: -3.299 0.237 -1.696  0.34
H: -2.510 1.707 -1.028  0.25
H: 2.727 2.571 0.728  0.21
H: 1.084 2.162 0.053  0.22
H: 2.576 3.012 -0.986  0.24
H: -2.238 -2.491 1.530  0.22
H: -3.488 -1.271 1.171  0.23
H: -1.722 -0.755 1.889  0.29

Results
Kohn-Sham gap (alpha / beta)   7.711 / 7.730 eV
Charge   0
HOMO (alpha / beta)   -7.584 / -7.605 eV
LUMO energy (alpha / beta)   0.1272 / 0.1249 eV
Calculated total energy   -33222.247 eV

4.
Density functional theory data (wB97M-V/def2-TZVPD) for a molecular structure, C25H18ClN3Zr in a non-equilibrium geometry.

Last column: Mulliken charge in e.
Cartesian coordinates (Å):
Zr: 11.312 -6.395 -5.759  1.24
C: 6.804 -6.874 -5.370  -0.72
C: 8.169 -6.846 -5.055  -0.06
N: 9.092 -6.550 -6.049  -0.05
C: 8.683 -6.231 -7.335  0.44
C: 7.334 -6.350 -7.738  0.56
C: 6.383 -6.621 -6.679  -0.47
C: 7.066 -6.162 -9.115  -0.73
C: 8.039 -5.803 -10.042  -0.88
C: 9.343 -5.545 -9.634  -0.40
C: 9.695 -5.860 -8.309  0.00
N: 10.904 -5.610 -7.694  -0.22
C: 12.165 -5.477 -8.326  -0.03
C: 12.532 -5.983 -9.592  -0.56
C: 13.852 -5.901 -10.071  -1.08
C: 14.790 -5.225 -9.330  -0.82
C: 14.524 -4.749 -7.990  0.64
C: 15.567 -4.368 -7.082  -0.29
C: 15.343 -4.310 -5.724  -0.82
C: 14.017 -4.543 -5.260  -0.16
N: 13.028 -4.903 -6.096  -0.53
C: 13.220 -4.986 -7.471  1.17
H: 6.115 -7.181 -4.584  0.40
H: 8.501 -7.108 -4.055  0.38
H: 5.316 -6.753 -6.915  0.43
H: 6.043 -6.226 -9.406  0.44
H: 7.750 -5.712 -11.100  0.39
H: 10.034 -5.040 -10.258  0.73
H: 11.769 -6.557 -10.087  0.61
H: 13.962 -6.333 -11.054  0.46
H: 15.770 -4.941 -9.700  0.45
H: 16.545 -4.160 -7.570  0.41
H: 16.142 -4.189 -4.986  0.45
H: 13.768 -4.529 -4.214  0.47
Cl: 11.756 -8.040 -3.455  -0.19
C: 13.204 -8.268 -4.645  0.64
C: 14.482 -8.405 -4.079  -0.55
C: 15.651 -8.429 -4.882  -0.62
C: 15.506 -8.329 -6.262  -0.54
C: 14.228 -8.351 -6.856  -0.49
C: 13.037 -8.384 -6.051  0.58
C: 11.665 -8.453 -6.598  -1.22
H: 14.513 -8.380 -2.983  0.42
H: 16.592 -8.331 -4.386  0.45
H: 16.427 -8.260 -6.871  0.42
H: 14.101 -8.328 -7.958  0.45
H: 10.990 -9.018 -5.957  0.43
H: 11.550 -8.581 -7.687  0.35

Results
Kohn-Sham gap   6.382 eV
Charge   +2
HOMO   -13.528 eV
LUMO energy   -7.1457 eV
Calculated total energy   -44476.531 eV

5.
Density functional theory data (wB97M-V/def2-TZVPD) for a molecular structure, C13H6BrIrN3O8Se3Te in a non-equilibrium geometry.

Last column: Mulliken spin population.
Cartesian coordinates (Å):
Ir: 1.225 1.451 -0.528  0.87
Br: 2.456 1.899 2.736  0.00
C: 1.168 3.157 2.178  0.01
C: 0.590 4.030 3.084  0.00
C: -0.308 4.973 2.609  0.00
C: -0.595 5.018 1.253  0.00
C: 0.002 4.087 0.427  0.00
N: 0.859 3.170 0.882  0.03
C: -0.276 4.039 -1.072  0.00
O: -0.869 4.955 -1.598  0.00
O: 0.162 2.967 -1.643  -0.02
H: 0.845 3.965 4.131  0.00
H: -0.769 5.669 3.296  0.00
H: -1.267 5.740 0.813  0.00
Se: 3.030 1.091 -2.261  0.05
Se: 2.222 -0.963 -2.798  0.04
Te: 0.044 -0.672 -4.217  0.02
Se: -1.250 0.774 -2.798  -0.02
O: 1.843 -1.565 2.281  0.00
C: 1.340 -1.305 1.209  0.01
O: 1.624 -0.311 0.442  0.01
C: 0.331 -2.248 0.566  0.00
C: -0.651 -1.729 -0.259  0.00
C: -1.401 -2.581 -1.062  0.00
C: -1.262 -3.958 -0.974  0.00
C: -0.358 -4.453 -0.057  0.00
C: 0.465 -3.623 0.693  0.00
N: -0.239 -5.912 0.088  0.00
O: -1.011 -6.600 -0.551  0.00
O: 0.618 -6.328 0.839  0.00
N: -2.221 -2.004 -2.080  0.00
O: -2.291 -2.560 -3.154  0.00
O: -2.632 -0.841 -1.920  0.00
H: -0.794 -0.661 -0.324  0.00
H: -1.842 -4.629 -1.591  0.00
H: 1.209 -4.038 1.359  0.00

Results
Energy above the lowest of the compared OMol25 structures with the same formula, charge and spin   376.64 kJ/mol
Expectation value of S²   0.758
Kohn-Sham gap (alpha / beta)   4.655 / 4.751 eV
Charge   0
HOMO (alpha / beta)   -8.048 / -8.174 eV
Spin multiplicity   2
LUMO energy (alpha / beta)   -3.3932 / -3.4231 eV
Calculated total energy   -310634.763 eV

6.
Density functional theory data (wB97M-V/def2-TZVPD) for C2H3NOS2 in the gas phase in a non-equilibrium geometry.

Last column: Mulliken charge in e.
Cartesian coordinates (Å):
S: -0.576 2.785 0.000  -0.31
C: -0.214 1.201 0.055  0.23
N: -1.007 0.213 -0.481  -0.24
O: -0.240 -0.978 -0.665  -0.24
C: 0.637 -1.069 0.404  -0.24
S: 1.351 0.595 0.570  -0.07
H: -1.497 0.443 -1.351  0.31
H: 1.397 -1.801 0.102  0.31
H: 0.150 -1.389 1.366  0.25

Results
Energy above the lowest of the compared OMol25 structures with the same formula, charge and spin   214.89 kJ/mol
SMILES   S=C1NOCS1
Kohn-Sham gap   8.893 eV
Charge   0
HOMO   -8.778 eV
LUMO energy   0.1144 eV
Calculated total energy   -27328.550 eV

7.
Density functional theory data (wB97M-V/def2-TZVPD) for a gas-phase ion, C7H10N5S (charge +1) in a non-equilibrium geometry.

Last column: Mulliken charge in e.
Cartesian coordinates (Å):
N: 1.593 0.763 -1.359  -0.61
C: 0.822 0.009 -0.508  0.79
C: 1.045 0.503 0.943  -0.04
N: 0.026 0.587 1.772  -0.40
C: 0.356 1.327 2.852  -0.71
C: 1.561 1.898 2.792  -0.18
S: 2.410 1.380 1.372  -0.05
C: 0.997 -1.551 -0.722  -0.68
C: -0.229 -2.410 -0.495  -0.04
N: -1.418 -2.008 -0.259  -0.54
C: -1.684 -0.656 -0.418  0.62
N: -2.986 -0.468 -0.266  -0.33
N: -0.718 0.230 -0.710  -0.21
H: 1.476 0.300 -2.256  0.29
H: 1.492 1.728 -1.167  0.27
H: -0.359 1.700 3.514  0.40
H: 1.920 2.565 3.468  0.51
H: 1.830 -2.075 -0.288  0.40
H: 1.032 -1.717 -1.889  0.33
H: 0.005 -3.537 -0.490  0.38
H: -3.496 -1.318 -0.228  0.28
H: -3.528 0.404 -0.393  0.24
H: -1.034 1.245 -0.867  0.28

Results
Energy above the lowest of the compared OMol25 structures with the same formula, charge and spin   10.16 kJ/mol
SMILES   N[C@]1(c2nccs2)CC=NC(=[NH2+])N1
Kohn-Sham gap   8.960 eV
Charge   +1
HOMO   -12.844 eV
LUMO energy   -3.8841 eV
Calculated total energy   -25699.894 eV